No. 1
Below is an isolated molecule of C5H13NS, with properties calculated with ωB97M-V/def2-TZVPD.

2S+1: 1
Orbital gap, eV: 9.132
Net charge: 0
SMILES string: C=[S@@H](=N)CC(C)C
LUMO level, hartree: 0.023
Molar mass, g/mol: 119.23

Last column: Mulliken charge in e.
Cartesian coordinates (Å):
C  -2.920  -0.938  -0.380  -1.03
S  -1.797  0.197  0.191  0.59
N  -1.468  0.220  1.747  -0.66
C  -0.253  -0.221  -0.657  -0.96
C  1.003  0.491  -0.223  0.56
C  1.381  -0.017  1.208  -1.45
C  2.295  0.274  -1.134  -1.58
H  -3.776  -0.931  0.192  0.37
H  -3.200  -0.842  -1.417  0.30
H  -1.656  1.534  -0.161  0.09
H  -2.312  -0.163  2.192  0.19
H  -0.157  -1.392  -0.636  0.38
H  -0.524  -0.145  -1.696  0.54
H  0.788  1.502  -0.108  0.22
H  1.757  -0.961  1.277  0.45
H  0.572  0.217  1.896  0.43
H  2.277  0.585  1.562  0.37
H  2.479  -0.779  -1.041  0.36
H  2.385  0.615  -2.118  0.41
H  3.124  0.754  -0.696  0.42

No. 2
Below is the ion C5H13NS with charge +1, with properties calculated with ωB97M-V/def2-TZVPD.

2S+1: 2
Orbital gap (spin up / spin down), eV: 8.326 / 3.124
Expectation value of S²: 0.753
Net charge: +1
LUMO level (spin up / spin down), hartree: -0.149 / -0.336
Molar mass, g/mol: 119.23

Last column: Mulliken spin population.
Cartesian coordinates (Å):
C  0.301  -0.700  0.942  -0.01
C  -0.258  0.646  1.430  0.07
C  0.869  1.589  1.899  -0.06
S  1.537  2.709  0.579  0.97
C  -0.603  -1.330  -0.123  0.00
N  -0.592  -0.382  -1.275  0.02
C  -0.901  -0.815  -2.613  0.00
H  0.678  -1.414  1.672  0.00
H  1.211  -0.473  0.359  0.00
H  -0.823  0.408  2.324  0.00
H  -0.675  1.224  0.604  -0.03
H  0.319  2.321  2.492  0.01
H  1.725  1.225  2.457  0.05
H  1.599  1.695  -0.302  -0.02
H  -0.146  -2.262  -0.457  0.00
H  -1.653  -1.464  0.133  0.00
H  0.407  -0.130  -1.268  0.00
H  -0.205  -1.599  -2.931  0.00
H  -0.891  0.012  -3.323  0.00
H  -1.898  -1.259  -2.597  0.00

No. 3
Below is an isolated molecule of C5H13NS2, with properties calculated with ωB97M-V/def2-TZVPD.

2S+1: 1
Orbital gap, eV: 9.370
Net charge: 0
SMILES string: CCCSSCCN
LUMO level, hartree: 0.032
Molar mass, g/mol: 151.30

Last column: Mulliken charge in e.
Cartesian coordinates (Å):
C  1.501  -0.735  2.315  -1.01
C  2.197  -1.673  1.362  -0.17
C  1.358  -2.103  0.137  -0.87
S  0.910  -0.829  -1.085  -0.07
S  -0.895  -0.094  -0.922  -0.09
C  -0.951  1.087  0.415  -0.21
C  -1.282  2.495  -0.108  -0.43
N  -2.734  2.658  -0.300  -0.53
H  1.703  -1.063  3.356  0.34
H  0.435  -0.687  2.140  0.26
H  1.809  0.311  2.221  0.24
H  2.442  -2.660  1.789  0.26
H  3.159  -1.380  0.908  0.30
H  2.030  -2.732  -0.471  0.34
H  0.489  -2.696  0.484  0.40
H  -1.780  0.794  1.061  0.35
H  -0.003  1.127  0.955  -0.07
H  -1.073  3.309  0.595  0.34
H  -0.703  2.632  -1.043  0.26
H  -3.025  3.579  -0.580  0.19
H  -3.239  1.941  -0.797  0.17

No. 4
Below is the ion C5H13NS2 with charge +1, with properties calculated with ωB97M-V/def2-TZVPD.

2S+1: 2
Orbital gap (spin up / spin down), eV: 9.485 / 5.658
Expectation value of S²: 0.756
Net charge: +1
LUMO level (spin up / spin down), hartree: -0.141 / -0.281
Molar mass, g/mol: 151.30

Last column: Mulliken spin population.
Cartesian coordinates (Å):
N  -2.027  -0.708  -0.399  0.00
C  -1.615  0.688  -0.254  0.02
C  -2.808  1.674  -0.493  0.00
C  -0.479  1.037  -1.221  0.01
S  1.241  0.879  -0.756  0.45
S  1.959  -0.807  -0.015  0.43
C  1.435  -1.373  1.673  0.01
C  -0.043  -1.262  2.011  0.01
H  -1.887  -0.957  -1.344  0.00
H  -2.994  -0.833  -0.138  0.00
H  -1.341  0.917  0.766  0.00
H  -3.701  1.211  -0.895  0.00
H  -2.485  2.502  -1.120  0.00
H  -3.135  2.122  0.448  0.00
H  -0.536  0.273  -1.996  0.04
H  -0.560  2.028  -1.650  -0.01
H  1.654  -2.428  1.507  0.00
H  2.122  -0.890  2.344  0.03
H  -0.244  -0.381  2.626  0.00
H  -0.365  -2.072  2.665  0.00
H  -0.658  -1.248  1.118  0.00

No. 5
Below is a cluster of 2 separate species, C5H13NSi in total, with properties calculated with ωB97M-V/def2-TZVPD.

2S+1: 1
Orbital gap, eV: 8.318
Net charge: 0
LUMO level, hartree: 0.013
Molar mass, g/mol: 115.25

Last column: Mulliken charge in e.
Cartesian coordinates (Å):
C  3.706  1.677  0.996  -0.67
C  3.099  0.855  0.118  -0.24
C  -0.646  -0.863  -0.953  -0.78
C  1.499  -1.494  0.251  -0.97
C  -3.859  0.694  0.786  -0.89
N  0.649  -0.505  -0.439  0.47
Si  1.272  1.025  -0.537  -0.39
H  4.800  1.706  1.225  0.24
H  3.165  2.488  1.416  0.26
H  3.879  0.057  -0.231  0.33
H  -0.976  -1.702  -0.500  0.42
H  -1.259  0.048  -0.857  0.08
H  -0.561  -0.993  -2.076  0.25
H  0.808  -1.729  1.183  0.26
H  1.590  -2.399  -0.306  0.29
H  2.360  -1.010  0.561  0.45
H  -3.297  0.403  -0.189  0.11
H  -3.150  0.359  1.465  0.25
H  -4.855  0.263  0.981  0.28
H  -3.975  1.776  0.738  0.25

No. 6
Below is a cluster of 2 separate species, C5H13O2 in total, with properties calculated with ωB97M-V/def2-TZVPD.

2S+1: 1
Orbital gap, eV: 6.957
Net charge: -1
LUMO level, hartree: 0.134
Molar mass, g/mol: 105.16

Last column: Mulliken charge in e.
Cartesian coordinates (Å):
C  0.735  0.418  1.584  -0.31
O  0.110  0.341  2.764  -0.78
C  -0.233  0.293  0.386  -0.57
C  0.607  -0.148  -0.873  0.55
C  0.124  0.838  -2.057  -1.51
C  0.442  -1.588  -1.319  -1.60
H  1.313  1.448  1.594  0.14
H  1.641  -0.265  1.559  0.19
H  -0.719  1.265  0.163  0.24
H  -0.848  -0.616  0.634  0.31
H  1.595  0.041  -0.623  0.30
H  -0.933  0.955  -1.991  0.39
H  0.597  1.784  -1.899  0.37
H  0.343  0.514  -3.116  0.36
H  1.106  -1.659  -2.154  0.50
H  -0.582  -1.854  -1.508  0.39
H  0.977  -2.207  -0.525  0.30
H  -2.701  0.202  1.893  0.21
H  -1.217  0.289  2.763  0.37
O  -2.357  -0.051  2.724  -0.85

No. 7
Below is a structure of composition C5H13O4, with properties calculated with ωB97M-V/def2-TZVPD.

2S+1: 1
Orbital gap, eV: 8.109
Net charge: -1
LUMO level, hartree: 0.124
Molar mass, g/mol: 137.15

Last column: Mulliken charge in e.
Cartesian coordinates (Å):
O  3.926  -2.108  -0.750  -0.52
C  2.945  -1.535  -0.315  0.01
C  1.732  -1.362  -1.174  -0.33
C  0.464  -1.244  -0.291  -0.67
C  0.323  0.105  0.397  -0.29
C  -0.102  1.242  -0.561  -0.52
O  -0.494  2.363  0.128  -0.72
H  2.952  -1.095  0.706  0.34
H  1.601  -2.155  -1.919  0.29
H  1.827  -0.390  -1.774  0.20
H  0.489  -2.010  0.466  0.33
H  -0.414  -1.341  -0.936  0.30
H  -0.422  0.108  1.172  0.51
H  1.276  0.378  0.913  0.00
H  0.721  1.619  -1.178  0.27
H  -0.959  0.894  -1.193  0.14
H  -2.954  0.537  1.174  0.46
H  -3.228  0.095  -0.230  0.26
O  -3.608  -0.028  0.632  -0.75
H  -2.646  2.340  1.996  0.21
H  -1.303  1.978  0.902  0.41
O  -2.124  1.610  1.836  -0.93

No. 8
Below is a cluster of 3 separate species, C5H13O5 in total, with properties calculated with ωB97M-V/def2-TZVPD.

2S+1: 1
Orbital gap, eV: 8.296
Net charge: -1
LUMO level, hartree: 0.124
Molar mass, g/mol: 153.15

Last column: Mulliken charge in e.
Cartesian coordinates (Å):
O  -0.975  2.704  0.989  -0.79
C  -1.155  1.611  0.440  0.36
O  -2.215  0.936  0.429  -0.76
C  0.050  1.002  -0.318  -0.25
C  0.569  -0.275  0.382  -0.71
C  -0.424  -1.431  0.321  -0.27
C  -0.099  -2.533  1.320  -0.35
O  0.895  -3.405  0.839  -0.53
H  -0.273  0.793  -1.413  0.02
H  0.839  1.770  -0.320  0.27
H  1.506  -0.551  -0.059  0.40
H  0.784  -0.020  1.429  0.31
H  -0.545  -1.859  -0.712  0.15
H  -1.490  -0.963  0.559  0.26
H  0.222  -2.091  2.307  0.25
H  -0.977  -3.267  1.471  0.23
H  1.434  -2.939  0.136  0.30
H  0.323  5.019  -0.261  0.26
H  0.184  3.562  0.333  0.51
O  0.870  4.237  -0.094  -0.74
H  -0.633  -0.844  -2.530  0.35
H  0.862  -0.440  -2.333  0.40
O  0.248  -1.017  -2.914  -0.68

No. 9
Below is a cluster of 2 separate species, C5H13OP in total, with properties calculated with ωB97M-V/def2-TZVPD.

2S+1: 1
Orbital gap, eV: 9.390
Net charge: 0
SMILES string: CC(C)(C)O.C#[PH2]
LUMO level, hartree: 0.002
Molar mass, g/mol: 120.13

Last column: Mulliken charge in e.
Cartesian coordinates (Å):
C  1.778  -1.184  0.423  -1.49
C  1.399  0.316  0.082  1.33
C  1.050  0.334  -1.457  -1.46
C  0.065  0.601  0.796  -1.80
O  2.371  1.314  0.252  -0.59
H  0.959  -1.781  -0.076  0.31
H  2.813  -1.395  0.144  0.42
H  1.520  -1.340  1.440  0.43
H  1.719  -0.271  -1.936  0.45
H  0.072  -0.073  -1.794  0.24
H  1.181  1.374  -1.804  0.39
H  -0.293  1.498  0.469  0.57
H  -0.621  -0.204  0.727  0.30
H  0.185  0.850  1.785  0.52
H  2.954  1.186  1.037  0.33
C  -2.919  0.245  1.000  -0.39
P  -3.420  -0.417  -0.366  0.18
H  -3.721  1.024  1.116  0.19
H  -4.435  -0.594  -1.304  0.05
H  -2.656  -1.483  -0.534  0.00

No. 10
Below is a cluster of 2 separate species, C5H13OP in total, with properties calculated with ωB97M-V/def2-TZVPD.

2S+1: 1
Orbital gap (spin up / spin down), eV: 8.545 / 8.785
Net charge: 0
LUMO level (spin up / spin down), hartree: -0.021 / -0.024
Molar mass, g/mol: 120.13

Last column: Mulliken charge in e.
Cartesian coordinates (Å):
C  0.036  1.024  -1.259  -1.73
C  0.360  0.835  1.271  -1.72
C  1.753  -0.490  -0.334  -1.54
C  -0.654  -0.993  0.208  -0.95
C  0.373  0.140  -0.094  2.04
O  -2.758  0.826  -0.205  -0.57
P  -2.380  -0.432  0.398  0.25
H  -0.792  1.686  -1.184  0.43
H  -0.354  0.324  -2.019  0.16
H  0.938  1.453  -1.505  0.57
H  -0.643  1.023  1.604  0.45
H  0.840  0.213  2.004  0.48
H  0.980  1.808  1.178  0.35
H  2.105  -0.415  -1.411  0.33
H  2.477  -0.072  0.335  0.38
H  1.726  -1.598  -0.153  0.32
H  -1.173  -0.774  -1.838  0.21
H  -0.442  -1.813  0.854  0.38
H  -3.198  -1.501  -0.084  0.08
H  -2.809  -0.350  1.762  0.07

No. 11
Below is a cluster of 2 separate species, C5H13OPS in total, with properties calculated with ωB97M-V/def2-TZVPD.

2S+1: 1
Orbital gap (spin up / spin down), eV: 6.781 / 8.501
Net charge: 0
LUMO level (spin up / spin down), hartree: -0.075 / 0.000
Molar mass, g/mol: 152.20

Last column: Mulliken charge in e.
Cartesian coordinates (Å):
C  1.024  -0.357  -1.600  -1.30
C  2.047  -0.365  0.843  -1.47
C  -0.039  -1.710  0.260  -1.81
C  -3.455  1.011  -0.940  -1.00
C  0.777  -0.442  0.027  1.23
O  -0.359  0.948  2.150  -0.54
P  -0.289  1.151  0.497  0.35
S  0.881  2.677  0.189  -0.32
H  1.271  -1.325  -1.956  0.43
H  0.062  0.076  -2.024  0.30
H  1.827  0.423  -1.626  0.38
H  2.870  0.251  0.441  0.37
H  2.593  -1.363  1.072  0.30
H  1.992  0.090  1.831  0.37
H  -1.118  -1.457  0.123  0.31
H  0.250  -2.485  -0.252  0.60
H  -0.003  -1.935  1.309  0.45
H  -2.697  0.551  -1.437  0.38
H  -4.266  0.522  -0.516  0.30
H  -3.537  2.028  -1.003  0.35
H  0.168  1.712  2.614  0.34

No. 12
Below is a cluster of 2 separate species, C5H14 in total, with properties calculated with ωB97M-V/def2-TZVPD.

2S+1: 2
Orbital gap (spin up / spin down), eV: 2.635 / 12.183
Expectation value of S²: 0.750
Net charge: -1
LUMO level (spin up / spin down), hartree: 0.155 / 0.155
Molar mass, g/mol: 74.17

Last column: Mulliken spin population.
Cartesian coordinates (Å):
C  0.024  2.495  -1.638  0.77
C  -1.335  1.776  -1.465  1.77
H  0.412  2.793  -0.659  -0.24
H  0.758  1.852  -2.121  -0.28
H  -0.050  3.397  -2.238  -0.17
H  -1.319  0.870  -2.070  -0.18
H  -2.129  2.457  -1.778  -0.73
H  -1.571  1.537  -0.429  -0.16
C  0.794  -1.949  1.507  0.01
C  0.962  -0.407  1.483  -0.33
C  -0.224  -2.403  0.452  1.32
H  0.393  -2.236  2.477  -0.20
H  1.764  -2.437  1.410  -0.01
H  0.146  0.073  0.957  0.67
H  1.004  -0.022  2.503  -0.01
H  -1.136  -1.837  0.583  -0.36
H  -0.537  -3.442  0.664  -0.15
H  1.849  -0.120  0.910  -0.31
H  0.194  -2.397  -0.547  -0.40

Calculated E_tot (Eh), listed in the same order as above: -651.045728; -650.867488; -1049.411711; -1049.107900; -542.439871; -348.754221; -499.283051; -574.571670; -614.693876; -614.718134; -1012.967738; -198.820631
Calculated F_max (eV/Å), listed in the same order as above: 4.517; 2.688; 2.070; 2.047; 5.570; 4.375; 3.201; 2.741; 3.217; 4.022; 7.084; 1.626
Calculated ΔE to the lowest compared entry with this formula, charge and spin (eV), listed in the same order as above: 5.394; 1.790; 0.683; 0.483; 3.519; 1.242; 2.364; 0.000; 5.596; 4.936; 3.104; 0.324